(1)
9
Properties=species:S:1:pos:R:3:forces:R:3:lowdin_charge:R:1 method="wB97M-V/def2-TZVPD" homo_energy_ev="-11.0 / -11.0" largest_force_ev_per_a=4.2 e_tot_ha=-1424.8437 lumo_ev="-6.2585 / -6.2580" spin_multiplicity=1 mol_weight_g_mol=244.1 total_charge=+1 de_lowest_kj_mol=374.3
O -0.4407 1.2476 0.0702 -2.320 0.180 -1.857 -0.044
Yb 3.4626 0.5860 0.4151 -2.327 0.183 -0.684 1.630
O 1.5812 1.1180 -0.7479 1.917 0.244 -0.411 -0.235
C 0.7100 0.6213 0.0125 0.911 -0.773 1.541 -0.515
C -1.4529 0.1922 -0.0575 3.084 0.054 2.914 -0.084
C -0.6693 -0.9789 -0.1108 -0.995 -0.292 -0.708 -0.010
H -2.1387 0.3061 0.7898 -0.131 0.145 -0.571 0.105
H -0.1833 -1.3487 -1.0171 0.235 0.491 0.358 0.075
H -0.8690 -1.7436 0.6457 -0.374 -0.232 -0.582 0.079


(2)
9
Properties=species:S:1:pos:R:3:forces:R:3:lowdin_charge:R:1 method="wB97M-V/def2-TZVPD" homo_energy_ev="-14.4 / -14.4" largest_force_ev_per_a=6.1 e_tot_ha=-2045.5550 lumo_ev="-6.8711 / -6.8708" spin_multiplicity=1 mol_weight_g_mol=136.4 total_charge=+1 de_lowest_kj_mol=0.0
C 1.1650 0.1925 1.0693 0.522 -0.760 -0.281 -0.070
C -0.0060 0.0881 0.1353 -3.210 4.919 1.742 -0.416
H 0.9200 0.7015 2.0135 -0.082 -0.101 -0.508 0.110
H 1.5790 -0.8129 1.2478 -0.090 0.406 0.087 0.079
H 1.9373 0.7552 0.5137 -0.204 -0.077 0.245 0.110
O -0.9250 0.9483 0.1493 3.774 -4.287 -0.732 0.025
C -2.4280 0.2706 -2.2111 -0.104 -0.238 0.206 0.166
Zn -0.1790 -1.4406 -1.1782 0.323 -0.174 0.115 1.101
O -2.0634 -0.7028 -1.7395 -0.929 0.311 -0.875 -0.106


(3)
9
Properties=species:S:1:pos:R:3:forces:R:3:lowdin_charge:R:1 method="wB97M-V/def2-TZVPD" homo_energy_ev="-13.9 / -13.9" largest_force_ev_per_a=4.8 e_tot_ha=-2045.4609 lumo_ev="-8.1364 / -8.1240" spin_multiplicity=1 mol_weight_g_mol=136.4 total_charge=+1 de_lowest_kj_mol=246.8
C -1.7509 -1.0703 0.3315 -1.215 0.364 -1.784 0.020
H -2.8301 -0.8840 0.3774 0.196 0.028 -0.176 0.104
H -1.5481 -1.8152 -0.4542 -0.055 0.083 0.377 0.101
H -1.4864 -1.4977 1.3104 0.544 0.542 -0.278 0.105
C -1.0577 0.2907 -0.0799 -2.275 -0.091 4.198 -0.371
O -1.5562 1.3919 -0.1158 0.668 -1.343 -1.231 0.159
C 0.2918 0.0357 0.4650 3.110 0.295 -1.758 -0.193
O 1.0226 -0.8572 -0.0676 -1.662 -1.281 -0.527 -0.125
Zn 2.2442 0.3490 0.6529 0.689 1.402 1.180 1.201


(4)
9
Properties=species:S:1:pos:R:3:forces:R:3:lowdin_charge:R:1 method="wB97M-V/def2-TZVPD" homo_energy_ev=-3.8 largest_force_ev_per_a=0.8 e_tot_ha=-341.9038 lumo_ev=4.2705 spin_multiplicity=1 smiles="CC(=O)C(=O)[O-]" mol_weight_g_mol=87.1 total_charge=-1 de_lowest_kj_mol=0.0
C 1.1362 0.0199 0.0167 -0.045 -0.228 0.053 -0.038
C -0.2317 -0.6487 0.0205 -0.032 0.206 -0.238 -0.373
O -0.3443 -1.8577 -0.0594 -0.077 0.255 0.157 0.029
C -1.3977 0.3909 0.0125 0.393 -0.666 -0.138 -0.744
O -1.8913 0.7040 1.0995 -0.133 0.074 0.593 -0.042
O -1.6260 0.7971 -1.1378 -0.069 0.203 -0.475 -0.045
H 1.2369 0.6047 0.9295 0.033 0.104 0.063 0.074
H 1.1762 0.7024 -0.8298 -0.009 0.093 -0.035 0.074
H 1.9417 -0.7126 -0.0517 -0.063 -0.041 0.020 0.065


(5)
10
Properties=species:S:1:pos:R:3:forces:R:3:lowdin_charge:R:1 method="wB97M-V/def2-TZVPD" homo_energy_ev=-10.0 largest_force_ev_per_a=4.7 e_tot_ha=-683.1135 lumo_ev=-1.1868 spin_multiplicity=1 mol_weight_g_mol=118.0 de_lowest_kj_mol=233.0
C -0.2340 -1.2336 1.6465 0.518 1.691 -1.480 -0.542
C 0.6596 -0.3181 0.0077 0.180 0.830 2.097 -0.148
C -0.2705 0.2008 1.1103 -4.594 0.488 -0.655 -0.384
O -0.7392 -1.8234 2.5207 -0.118 -0.917 0.737 0.160
O 0.9573 2.5093 1.0539 0.745 0.900 -1.092 -0.460
O 0.5979 -1.6370 0.6259 0.309 -0.743 -0.338 0.037
P 0.3487 1.6505 2.0556 -0.998 -0.731 1.357 0.882
H 0.5618 -0.2001 -1.0347 -1.192 -0.629 -1.179 0.113
H 1.5947 0.1978 0.1828 0.760 -0.430 0.229 0.094
H -1.6794 0.4307 0.9099 4.392 -0.460 0.323 0.249


(6)
10
Properties=species:S:1:pos:R:3:forces:R:3:lowdin_charge:R:1 method="wB97M-V/def2-TZVPD" homo_energy_ev=-4.6 largest_force_ev_per_a=3.1 e_tot_ha=-740.0443 lumo_ev=3.4646 spin_multiplicity=1 smiles="O=C([O-])[C@]1(S)CO1" mol_weight_g_mol=119.1 total_charge=-1 de_lowest_kj_mol=81.3
O -1.5312 -1.7507 -1.6456 -0.412 -1.929 0.082 -0.069
C -1.0582 -0.6350 -1.4799 0.462 1.684 -0.151 -0.734
O -1.3612 0.4264 -2.0386 -0.328 0.455 -0.154 -0.035
C 0.1262 -0.4663 -0.4615 0.221 1.064 -0.746 -0.721
S 0.5739 -1.9521 0.3181 0.751 -0.387 0.689 0.761
C 0.3216 0.9000 0.0278 1.882 -1.250 2.131 -0.194
O 1.1324 0.4530 -1.0125 0.545 -1.126 -0.369 -0.081
H -0.2850 -2.5383 -0.5392 -0.304 -0.461 -0.157 -0.126
H -0.4513 1.4602 -0.3467 -1.692 2.203 -0.201 0.068
H 0.8965 1.1235 0.9875 -1.124 -0.253 -1.123 0.129


(7)
10
Properties=species:S:1:pos:R:3:forces:R:3:lowdin_charge:R:1 method="wB97M-V/def2-TZVPD" homo_energy_ev="-6.0 / -9.1" largest_force_ev_per_a=6.4 e_tot_ha=-556.0654 lumo_ev="0.1108 / -0.0219" spin_multiplicity=2 mol_weight_g_mol=205.8 s_squared=0.754 de_lowest_kj_mol=0.0
C -0.1185 -1.8124 -0.0802 -0.222 0.675 -0.013 0.016
C -0.9044 -0.7356 0.0931 -0.386 -1.959 -0.167 -0.361
O -0.4918 0.5117 0.2692 2.570 -4.151 -2.096 -0.585
Sn -1.1951 2.0495 0.9625 -3.466 4.667 2.783 0.949
H 0.9694 -1.7260 -0.1148 -0.338 -0.036 0.051 0.054
H -0.5747 -2.7920 -0.2223 0.137 0.360 0.053 0.049
H -1.9977 -0.8748 0.1115 0.360 0.081 -0.041 0.105
O 0.7895 2.6467 0.1095 0.351 0.064 -1.022 -0.073
C 1.3442 1.7295 -0.3906 2.470 -0.057 0.706 -0.408
O 2.1791 1.0034 -0.7378 -1.475 0.357 -0.253 0.255


(8)
10
Properties=species:S:1:pos:R:3:forces:R:3:lowdin_charge:R:1 method="wB97M-V/def2-TZVPD" homo_energy_ev="-6.1 / -8.8" largest_force_ev_per_a=6.4 e_tot_ha=-556.0615 lumo_ev="0.0557 / -0.2426" spin_multiplicity=2 mol_weight_g_mol=205.8 s_squared=0.754 de_lowest_kj_mol=10.2
C 1.7893 0.8282 0.1314 -0.584 -0.074 0.384 0.007
C 0.7208 0.2061 0.6615 2.124 -0.359 -0.027 -0.396
O -0.5391 0.5753 0.5021 4.426 1.578 -2.540 -0.576
Sn -2.1203 0.2638 1.3360 -4.908 -0.478 4.059 0.958
H 1.6939 1.7972 -0.3633 -0.002 -0.426 -0.068 0.057
H 2.7804 0.3917 0.2546 -0.335 0.199 0.077 0.047
H 0.8827 -0.6943 1.2768 -0.137 0.168 -0.290 0.102
O -2.5026 -0.3985 -0.7798 0.318 -0.211 -1.284 -0.068
C -1.6464 -1.0645 -1.2412 -1.274 -1.688 -1.008 -0.393
O -1.0587 -1.9052 -1.7781 0.371 1.293 0.697 0.262


(9)
10
Properties=species:S:1:pos:R:3:forces:R:3:lowdin_charge:R:1 method="wB97M-V/def2-TZVPD" homo_energy_ev=-9.5 largest_force_ev_per_a=4.2 e_tot_ha=-514.3008 lumo_ev=-0.4440 spin_multiplicity=1 mol_weight_g_mol=291.4 de_lowest_kj_mol=12.2
O 2.2377 -0.8515 -1.0556 1.834 0.879 -1.379 -0.240
C -1.2921 0.7585 1.1949 0.160 -0.145 -0.133 0.029
C -0.7237 0.5318 0.0131 -0.971 -0.803 0.049 -0.204
O 0.5733 0.1195 -0.0786 0.359 1.647 0.406 -0.198
C 1.1097 -0.3682 -1.3106 -2.920 -2.920 -0.455 -0.750
O 0.3190 -0.6703 -2.1893 0.868 1.605 -0.003 0.078
Tl 2.1404 -1.5706 0.9732 0.279 -0.665 1.593 1.036
H -0.7054 0.8085 2.1133 -0.191 -0.158 -0.226 0.061
H -1.2805 0.4640 -0.9228 0.234 0.056 0.214 0.126
H -2.3785 0.7783 1.2624 0.347 0.505 -0.067 0.060


(10)
10
Properties=species:S:1:pos:R:3:forces:R:3:lowdin_charge:R:1 method="wB97M-V/def2-TZVPD" homo_energy_ev="-4.9 / -3.7" largest_force_ev_per_a=3.2 e_tot_ha=-416.8681 lumo_ev="3.9114 / 2.9185" spin_multiplicity=1 mol_weight_g_mol=103.1 total_charge=-1 de_lowest_kj_mol=684.4
C -3.3718 0.1782 -1.5177 0.054 2.724 -1.500 -0.753
C -2.3993 1.0118 -0.5984 -0.043 -1.030 -0.038 -0.219
C 0.3823 -0.3827 0.5197 -0.253 0.139 -0.277 0.093
O -3.6216 -0.9314 -1.1595 -0.326 -2.872 1.127 0.014
O -3.7671 0.8739 -2.4719 0.233 -0.064 0.006 -0.038
O -2.7868 1.3231 0.6873 -0.112 -1.615 1.918 0.003
O -2.6428 2.2904 -0.3470 0.247 2.850 -1.438 0.018
H 0.5300 0.0478 1.4645 0.711 0.785 0.974 -0.035
H 0.2926 0.1897 -0.3600 0.674 0.916 -0.857 -0.041
H -0.4127 -1.0468 0.5285 -1.186 -1.834 0.085 -0.044


(11)
11
Properties=species:S:1:pos:R:3:forces:R:3:lowdin_charge:R:1 method="wB97M-V/def2-TZVPD" homo_energy_ev="-9.5 / -9.5" largest_force_ev_per_a=4.3 e_tot_ha=-758.2610 lumo_ev="-1.7191 / -1.7194" spin_multiplicity=1 mol_weight_g_mol=134.0 de_lowest_kj_mol=387.7
C -0.6400 0.0768 1.4032 -0.598 -2.285 1.181 -0.348
C -0.3811 -0.2720 -0.9261 0.040 0.882 0.998 -0.037
C -1.2822 0.2076 -0.0699 0.580 -0.198 -0.153 -0.497
O -1.0247 -0.6895 2.2284 0.343 1.624 -0.463 0.096
O 1.5206 1.6179 0.1424 1.529 0.373 -0.266 -0.326
O 2.2305 -1.1717 -0.9832 2.675 3.014 1.513 -0.108
O -2.5365 0.6720 -0.1092 -0.315 0.834 1.387 0.071
P 0.9452 0.2951 0.3110 -3.034 -0.576 -0.811 0.891
H 1.5962 -1.6360 -1.4839 -1.540 -0.213 -1.295 0.017
H 2.3577 -0.2069 -1.2797 -0.128 -2.435 -0.517 0.078
H -2.7858 1.1067 0.7670 0.448 -1.019 -1.574 0.164


(12)
11
Properties=species:S:1:pos:R:3:forces:R:3:lowdin_charge:R:1 method="wB97M-V/def2-TZVPD" homo_energy_ev=-4.1 largest_force_ev_per_a=4.5 e_tot_ha=-815.2175 lumo_ev=3.6158 spin_multiplicity=1 smiles="O=COS[C@@]1([O-])CO1" mol_weight_g_mol=135.1 total_charge=-1 de_lowest_kj_mol=283.2
O 2.7009 0.0865 1.0654 0.188 0.374 2.254 0.017
C 2.0447 0.3077 0.0928 3.026 -2.263 -2.467 -0.577
O 0.9304 0.9224 0.0302 -0.774 1.197 -0.266 -0.466
S 0.1335 0.9817 -1.5139 -0.151 0.038 0.193 0.710
C -1.1301 -0.6363 -0.5976 3.399 -1.526 1.008 -0.820
O -0.6753 -1.7498 -0.9018 -0.799 0.819 -0.425 -0.061
C -1.4855 0.0168 0.6964 1.963 1.693 -1.873 -0.095
O -2.3237 -0.1450 -0.4552 -3.891 0.605 -0.856 0.004
H 2.5606 -0.1313 -0.8492 -1.624 0.951 0.365 0.136
H -1.6256 -0.6464 1.4441 -0.947 -2.092 2.418 0.067
H -1.1300 0.9936 0.9888 -0.389 0.205 -0.350 0.086